20
Properties=species:S:1:pos:R:3:forces:R:3 method="wB97M-V/def2-TZVPD" lumo_ha=0.0411 gap_ev=10.09 max_force_ev_per_a=3.88 total_energy_ha=-345.26777 charge=0
H -1.756698 -2.107849 0.082264 -0.01 -0.06 0.01
H -0.797998 -1.898508 -1.382397 0.00 -0.03 -0.10
H -3.126393 1.970361 0.353056 0.01 0.09 -0.18
H 2.093831 -1.779306 -0.371079 -0.29 -0.15 0.14
N 2.992464 -0.337538 0.680648 0.51 -0.10 0.44
C 2.030447 -0.756407 -0.003301 -0.97 1.64 -1.55
C -0.418328 -0.430761 0.159276 -3.06 2.20 -0.92
H 2.939756 0.659298 0.912778 -0.32 -0.08 -0.11
H -2.051672 0.439320 -1.218819 0.03 -0.07 -0.13
C -2.254264 1.393269 0.624215 0.03 -0.03 0.13
N 0.937469 1.560834 -0.214706 -0.12 0.09 -0.22
C -0.772060 -1.839550 -0.295715 0.13 0.11 0.21
H -0.296261 -0.390406 1.244598 0.09 0.03 0.00
H 0.893257 1.747236 0.780046 0.22 0.15 -0.21
C -1.671663 0.552716 -0.210219 1.31 -1.66 0.82
H 1.721281 1.989497 -0.690774 -0.03 0.00 0.38
H 0.704899 0.056461 -1.619619 -0.05 -0.05 0.07
C 0.768880 0.181046 -0.534392 2.49 -1.85 1.11
H -0.054904 -2.567224 0.077693 0.02 -0.11 -0.04
H -1.882043 1.557510 1.626448 0.02 -0.13 0.15

---

78
Properties=species:S:1:pos:R:3:forces:R:3 method="wB97M-V/def2-TZVPD" lumo_ha="0.0786 / -0.0031" gap_ev="5.72 / 4.86" max_force_ev_per_a=1.40 total_energy_ha=-5472.97503 charge=-1 spin_multiplicity=5 s_squared=6.10
H 0.182311 -5.637392 -2.886096 -0.03 0.03 0.00
C -3.046969 1.370959 -2.238741 -0.06 -0.05 -0.24
C 2.468324 5.417971 -0.687253 -0.13 -0.03 -0.05
C -4.723123 -2.208964 -0.401540 0.05 0.09 0.01
H 4.449300 5.838255 -0.005893 0.00 -0.01 -0.02
C 1.545590 4.382644 -0.953422 0.04 0.18 -0.06
O 3.523931 -1.917781 -0.335671 0.23 0.32 -0.27
H -3.957351 1.984457 -2.177226 0.19 -0.12 -0.03
O 2.459279 -0.932807 1.625039 0.12 0.01 -0.30
C -2.520287 -3.158855 -0.408791 0.04 0.21 0.06
H -1.058566 0.861331 5.917807 0.06 0.15 -0.20
H -0.641621 3.133488 0.228412 -0.04 0.02 0.00
H -2.057273 -5.042927 -3.840905 0.08 0.08 0.02
C 0.339932 -2.192655 -2.411705 0.10 0.33 0.23
H 6.054131 4.064060 0.663367 -0.04 -0.01 -0.01
H 6.520671 1.674804 1.064623 -0.05 0.00 -0.01
C -0.925795 -1.913911 -3.154363 -0.10 -0.07 0.04
I -2.431916 4.563575 -1.044041 -0.14 0.07 -0.02
H 1.037082 -3.924396 0.177490 -0.06 0.07 0.07
C -3.374631 1.773576 0.911036 -0.11 0.21 0.30
H -1.885840 -4.043174 -0.445438 -0.11 0.15 -0.02
C 1.460829 -1.298870 -2.998680 -0.01 -0.18 -0.09
H -3.729425 0.947534 1.536842 0.02 0.17 -0.06
H 4.798761 -0.035001 0.615316 -0.04 0.06 -0.04
H 2.179683 6.450336 -0.839732 0.00 -0.05 0.01
C 3.043916 2.763457 -0.328932 -0.22 -0.06 -0.04
C -2.766795 -0.754061 -0.354732 0.14 -0.29 0.00
C -3.893664 -3.329836 -0.430693 0.03 0.09 -0.02
Si 0.034084 0.282547 3.768036 0.24 0.34 -0.26
H -0.505253 2.820136 -1.514954 -0.06 -0.01 -0.01
H -4.826630 -0.073940 -0.347457 0.10 -0.14 0.00
H -1.662528 -1.487229 3.878138 0.04 0.04 -0.13
C -1.931916 -1.873805 -0.371274 -0.54 -0.13 -0.14
C -1.389840 -4.264693 -3.486687 0.09 0.12 0.08
C 4.587456 1.007786 0.415766 -0.04 -0.05 -0.09
N 2.376791 0.440397 -0.469949 0.43 1.12 0.66
H -0.499256 -3.705683 1.051480 0.12 0.02 -0.05
H -2.814269 2.474476 1.548320 -0.13 -0.16 -0.14
H 1.701001 -3.899385 -2.081641 -0.11 0.03 0.01
H 0.541635 4.624193 -1.309742 0.29 0.01 0.08
H -2.669344 -2.629018 -4.123335 0.08 -0.03 0.04
N 1.817949 3.112622 -0.787628 0.33 -0.13 0.03
Se 0.746638 1.726541 2.144487 -0.09 -0.01 -0.11
H -4.320764 -4.327856 -0.479343 0.04 0.09 0.02
H 2.090590 -1.021388 3.755195 -0.12 0.07 0.25
H -1.203592 -0.867279 -3.285836 0.05 -0.16 0.06
C 5.302371 3.311126 0.453189 -0.09 0.04 -0.03
H 2.423726 -1.470063 -2.519827 -0.02 -0.03 0.07
H 1.577718 -1.532292 -4.064390 -0.05 0.02 0.09
C 5.557789 1.982711 0.674186 -0.09 -0.15 0.02
C -0.130738 -4.598497 -2.916256 -0.10 0.22 -0.11
H -1.963353 -0.373477 2.511228 0.09 -0.15 0.10
H -0.683026 -1.592971 2.391155 -0.20 0.11 0.17
H -2.356315 1.887276 -2.923001 -0.18 -0.11 0.15
S 2.379825 -1.151957 0.168250 0.52 -1.21 0.46
H 0.955789 -2.843100 1.565600 -0.09 -0.08 -0.12
C 4.034693 3.721355 -0.038472 0.09 0.00 0.04
C -1.180334 2.835964 -0.664276 -0.03 -0.38 0.02
Pt 0.194059 0.613322 -0.056710 0.53 0.13 -0.19
C -1.739342 -2.896711 -3.629164 0.16 -0.13 0.04
H -5.804137 -2.326472 -0.411990 0.11 0.02 0.00
C -4.163798 -0.939905 -0.360677 0.11 -0.06 0.01
Si -2.274631 1.138905 -0.499630 -0.67 0.40 -0.24
Si -0.041915 -1.751327 -0.457300 -0.30 0.01 -0.33
C 3.708760 5.079540 -0.234421 0.04 0.05 0.04
H -4.250130 2.314222 0.525960 0.14 -0.09 0.10
C 0.398048 -3.198786 0.691185 0.26 -0.05 0.24
H -0.060026 2.204128 5.298493 -0.16 -0.11 0.00
C 0.713466 -3.633534 -2.452204 -0.13 -0.08 -0.10
H 1.212704 -0.241026 -2.907954 -0.03 0.03 0.04
H 2.072989 0.114881 5.127770 -0.05 -0.12 -0.05
C 1.466028 -0.588840 4.546416 0.38 -0.28 0.13
C -0.763026 1.412009 5.010384 -0.30 0.26 0.37
H 1.121026 -1.393483 5.211022 0.06 0.14 -0.06
H -3.316787 0.405773 -2.683161 0.03 0.18 0.06
C -1.187660 -0.902652 3.078507 -0.35 -0.37 -0.28
C 3.329117 1.353632 -0.113803 -0.60 -0.47 -0.33
H -1.656124 1.886014 4.580233 0.18 -0.08 0.13

---

80
Properties=species:S:1:pos:R:3:forces:R:3 method="wB97M-V/def2-TZVPD" lumo_ha="-0.0871 / -0.0839" gap_ev="7.80 / 7.89" max_force_ev_per_a=3.45 total_energy_ha=-4571.51503 charge=+1 spin_multiplicity=4 s_squared=3.76
S -15.758754 2.504224 -11.983305 -0.34 0.07 -0.35
S -16.911622 1.198216 -8.912888 0.09 0.81 -0.34
C -21.483791 -3.352384 -8.917136 -1.93 -1.12 0.97
C -12.806462 -1.253415 -8.744463 -0.80 -0.33 -0.02
H -22.282985 -3.827706 -6.882697 -0.28 -0.06 -0.85
H -15.213229 -6.535571 -11.909307 0.40 -0.10 -0.04
H -14.998367 2.548233 -9.055069 0.82 -0.12 -0.52
C -15.123232 -1.028107 -10.332470 -0.72 -1.27 1.54
H -19.291429 1.978217 -13.041202 -0.64 0.20 -1.48
H -18.202670 -2.877180 -6.990387 0.63 -0.20 0.29
H -15.599181 2.545889 -14.830628 -0.39 0.13 -0.03
H -17.351389 3.643532 -10.683879 -0.64 -0.26 -0.05
H -13.199368 -2.639184 -6.387319 1.17 0.09 0.67
C -19.128703 -2.961139 -8.953235 1.36 -0.06 2.57
C -21.439818 -3.591706 -7.535766 -0.82 0.39 0.60
C -16.014671 2.777884 -9.304999 -0.45 0.15 3.05
C -22.735456 -3.459229 -12.277114 -0.17 1.32 0.98
C -16.628353 2.791656 -14.534839 -1.25 0.10 0.59
H -17.737441 3.727964 -12.885917 0.65 -0.42 0.28
H -18.684988 2.247337 -7.647490 -0.21 -0.51 -0.22
C -15.051620 -3.548399 -6.815126 1.45 -0.74 0.45
S -19.453133 0.637345 -10.996026 -0.37 0.01 -0.16
H -16.842031 -4.423650 -7.610571 -0.13 -0.26 0.14
H -11.864521 -1.274841 -8.214079 -0.15 -0.34 0.39
C -18.479834 -4.440459 -11.928813 1.53 -2.55 -1.74
H -11.826537 -0.208918 -10.243308 -0.11 0.26 -0.27
H -22.400851 -3.541584 -9.516721 0.66 0.35 0.71
S -21.096700 -4.017790 -14.093331 0.24 0.37 -0.16
H -17.155918 3.393231 -15.301372 0.70 -0.10 0.36
C -16.186753 -2.784409 -8.804926 -0.22 0.18 -0.23
H -15.446133 -4.493393 -10.538828 -0.58 -0.59 0.33
H -19.387469 -3.952336 -12.008976 -1.52 1.01 0.10
C -14.011243 -1.946750 -8.291185 2.51 0.71 0.93
C -20.283253 -3.401525 -6.821314 2.23 0.02 -1.17
C -17.544523 -4.216756 -10.959187 1.19 0.97 0.01
H -13.987956 0.141351 -11.603076 0.54 0.36 -0.14
H -20.410769 -2.963689 -10.663822 0.13 0.32 0.77
C -20.930885 -2.474136 -13.311499 -0.40 -0.63 -0.43
P -17.642378 -2.655980 -9.952253 0.68 -0.92 0.56
N -15.682520 -3.243622 -13.569430 -0.03 1.42 -0.18
C -12.790260 -0.593245 -9.935734 1.02 0.19 0.87
C -22.383673 -4.451489 -13.079176 0.72 -0.62 -1.33
C -21.877821 -2.298934 -12.365909 -1.48 -0.02 0.37
Nd -16.983687 -0.285685 -11.610073 -0.46 0.68 -0.60
C -13.964320 -0.404853 -10.666155 -0.72 -0.38 -0.81
H -20.247711 -3.512432 -5.742277 -0.08 0.04 -0.15
H -19.587374 -0.018977 -8.716163 0.23 -0.32 0.18
C -16.113397 -5.956973 -11.945325 -1.51 0.77 -0.50
H -22.847627 -5.392668 -13.214080 -0.41 -0.69 0.02
H -16.280889 3.501925 -8.488747 -0.02 -0.71 -0.49
C -16.678423 3.516414 -13.140167 0.00 -0.11 -2.54
C -18.203428 -5.394552 -12.961981 -1.47 0.83 0.27
H -22.070750 -1.376280 -11.808415 0.40 -0.41 -0.12
H -21.003605 0.503158 -13.644882 -0.20 0.17 -0.25
H -15.858139 4.415001 -10.734733 0.56 0.44 0.66
C -20.205977 0.503658 -14.391010 -0.35 0.29 1.16
C -15.701962 -2.106523 -13.334947 -0.16 -0.81 0.03
S -17.592677 1.214557 -14.523923 -0.07 0.74 -0.23
C -19.631259 0.927354 -9.241561 -0.01 0.77 1.31
C -15.117397 -1.870221 -9.132608 -0.89 -0.67 -0.25
H -18.962758 -5.460308 -13.750732 0.48 -0.27 0.35
H -23.605347 -3.604459 -11.675711 -0.32 0.46 0.60
H -19.733679 2.607706 -14.809940 0.77 -0.90 0.85
C -16.326250 -4.905173 -11.055920 1.04 0.07 0.12
H -18.544835 2.824584 -9.315663 -0.45 -0.60 0.39
H -16.186129 4.489046 -13.323265 -0.03 -0.35 0.50
H -15.876947 -4.161155 -13.909022 0.04 -0.54 0.09
C -16.299657 3.445607 -10.573292 -0.05 0.11 -0.90
C -16.075458 -3.683332 -7.735837 -0.84 1.23 -1.43
C -13.992702 -2.712692 -7.066818 -1.80 0.56 -2.06
H -14.953395 -4.248548 -5.985050 -0.35 0.28 -0.02
H -20.617162 0.493813 -15.380453 -0.10 -0.25 -0.49
C -18.578605 1.906215 -8.688047 0.33 0.50 -0.81
C -17.085503 -6.187663 -12.961971 1.18 0.73 2.32
C -19.072564 -3.144300 -7.537100 -2.15 0.87 -0.69
H -16.887687 -6.982160 -13.616290 -0.12 -0.81 -1.17
C -20.343486 -3.031342 -9.565391 0.01 -0.23 -2.55
Te -19.315177 -1.418844 -13.923839 1.40 0.64 -0.76
H -20.612025 1.326716 -8.954734 0.03 0.04 -0.49
C -19.357780 1.763397 -14.152694 1.03 -0.37 0.65

---

69
Properties=species:S:1:pos:R:3:forces:R:3 method="wB97M-V/def2-TZVPD" lumo_ha=-0.0112 gap_ev=7.74 max_force_ev_per_a=1.50 total_energy_ha=-3019.20423 charge=0
C -0.022309 -2.981052 -3.645230 -0.30 0.08 -0.53
H -0.744921 0.619595 2.621734 0.03 -0.02 0.06
S 0.786218 -0.059679 -5.110975 -0.74 0.23 -0.30
C -1.010800 -0.626900 -2.253827 -0.80 -0.35 0.01
H 3.348099 -0.441559 -1.972763 -0.04 0.08 0.08
H -2.044913 -2.982398 2.375046 -0.02 0.04 -0.07
C -3.333328 1.609775 2.371264 0.09 -0.02 -0.12
C 4.236485 1.559542 6.227711 -0.17 -0.06 0.33
C -0.289201 -2.140475 2.927501 0.01 -0.55 0.96
N 3.014763 0.236450 4.826092 -0.09 0.11 0.77
H -0.061719 -4.050193 -3.504876 -0.10 -0.21 -0.04
C -2.019755 1.174649 0.364001 -0.15 0.02 0.31
S -0.141676 -2.927541 4.506923 0.03 0.44 -0.61
H -3.408024 2.153093 3.310763 0.01 0.10 0.05
H 0.077809 2.046829 2.001299 0.08 0.02 -0.01
C -3.152371 -0.733901 -5.436742 0.04 -0.08 0.05
C -0.659910 -1.028514 -5.043648 0.12 0.78 -0.37
H -3.422597 -1.159545 -4.470383 -0.12 -0.04 0.01
C 1.523139 -1.146937 3.737820 -0.54 -0.95 1.02
H 3.436991 1.155434 -0.018419 -0.17 -0.06 -0.12
H -1.218242 3.777817 0.704371 0.09 0.11 -0.05
C -0.830385 1.692673 2.482199 -0.10 -0.11 -0.12
H -1.290823 -3.052969 -5.309824 -0.04 -0.18 0.01
C -1.741814 -0.260095 -5.401917 0.53 -0.74 0.32
H 5.083286 2.241369 6.178436 -0.03 -0.05 0.04
H -0.920820 2.167242 3.456088 -0.06 0.09 0.12
O -2.369553 1.876976 -0.724981 0.12 0.20 0.08
O 0.471058 1.665275 -0.385625 0.14 0.19 0.25
N 0.636398 -1.276831 2.701207 -0.04 0.16 -0.44
N 1.291513 -0.267534 -1.472828 -0.07 -0.13 -0.41
H 2.025147 -3.953489 -2.344367 -0.02 -0.06 -0.13
H -4.214446 1.826686 1.770875 -0.14 0.04 -0.02
H -2.983878 3.775133 0.758962 -0.05 0.11 -0.04
H -3.274588 -1.505105 -6.196944 -0.12 -0.06 -0.03
H -3.320887 0.546524 2.593921 0.01 -0.16 0.04
C 2.637435 0.411321 -0.024329 0.43 0.22 0.19
C -2.082478 3.510775 1.305256 -0.05 -0.11 0.02
H 1.806590 -2.050478 5.714445 0.16 0.02 0.20
C -0.671114 -2.428362 -4.679661 0.23 -0.61 0.23
H -2.648877 2.011260 -2.698103 0.15 -0.24 0.15
C 2.656002 -0.642612 -1.150653 0.36 -0.64 -0.08
O -1.942239 -1.387951 -2.246227 0.33 0.19 0.08
H 4.469560 0.702201 6.865026 0.01 0.07 -0.06
H 3.361047 2.081755 6.624584 0.07 -0.04 -0.02
C 3.131435 0.369879 2.372390 0.27 0.18 -0.42
C 2.124412 -2.870204 -2.372804 0.40 0.24 0.38
C -2.396409 1.231816 -1.973286 -0.73 -0.40 -0.29
H -3.132955 0.413501 -1.974526 0.22 0.34 0.02
C 0.412843 -1.051705 -2.195492 0.05 -0.81 -0.05
H 0.245876 2.235231 -5.795801 0.12 0.36 -0.05
C -2.053898 2.021689 1.627003 0.07 0.08 0.08
H -1.433470 -1.768126 1.309206 -0.04 0.05 0.07
O -1.134503 0.708742 -2.295233 0.29 0.23 -0.21
N 2.483554 -0.124485 1.286558 -0.14 -0.24 -0.07
C 2.600944 -0.159877 3.681625 0.77 0.75 0.10
N -1.266392 -2.435195 2.054919 -0.37 -0.24 -0.28
H -3.804945 0.102345 -5.671096 -0.06 -0.01 0.00
O -1.791103 -0.011724 0.348503 -0.07 -0.02 -0.19
H 2.883651 -2.609150 -3.113725 0.00 -0.16 -0.08
S 2.760019 -2.399699 -0.727093 0.01 0.20 -0.10
C 0.804853 -2.243898 -2.704506 -0.14 0.62 0.41
N -1.452259 1.033116 -5.691426 -0.60 0.76 -0.31
C 1.262015 0.796770 -0.599472 -0.02 0.62 0.23
O 4.052788 1.153669 2.292160 0.08 0.11 0.05
C -0.201059 1.283861 -5.594471 0.90 -0.50 0.22
O 4.016317 1.155452 4.891375 -0.19 -0.36 -0.89
H 1.645430 -0.684075 1.477027 0.04 0.14 -0.08
C 1.259981 -1.961221 4.799794 0.11 0.18 -0.38
H -2.056997 4.075033 2.235166 0.01 0.08 0.08